17
Properties=species:S:1:pos:R:3:lowdin_charge:R:1 method="wB97M-V/def2-TZVPD" e_above_lowest_kcal_mol=27.1 gap_ha=0.3762 e_tot_ha=-251.8193 smiles=CCN1C[C@H]1C charge=0 e_lumo_ev=1.26
H -1.298 -0.510 1.710 0.0633
H -0.388 0.001 3.138 0.0709
H -0.354 2.068 -0.916 0.1028
H -0.268 1.692 1.272 0.1074
H 1.319 1.097 1.766 0.1097
H -0.674 -1.460 -2.610 0.0727
H 0.962 1.368 -1.987 0.1038
H 1.033 -1.247 -2.157 0.0781
H 0.291 -1.224 2.045 0.0766
C -0.292 -0.300 2.090 -0.0978
C 0.015 -1.343 -1.766 -0.0579
H -1.350 -0.127 -0.530 0.1314
C 0.381 0.801 1.281 -0.2667
C -0.334 -0.135 -0.932 -0.3583
H -0.026 -2.256 -1.162 0.0729
C 0.261 1.203 -1.170 -0.1166
N 0.721 0.370 -0.073 -0.0924


17
Properties=species:S:1:pos:R:3:lowdin_charge:R:1 method="wB97M-V/def2-TZVPD" e_above_lowest_kcal_mol=43.5 gap_ha=0.3913 e_tot_ha=-251.7932 charge=0 e_lumo_ev=1.04
N 2.547 -0.247 1.162 0.0598
H 0.969 0.772 0.117 0.0848
H 1.054 -1.092 -1.510 0.0693
H 3.138 -1.080 1.045 0.0385
H -2.118 1.141 -1.423 0.0702
H -0.579 -0.757 1.908 0.0486
H -2.287 -1.134 1.294 0.0557
C 1.894 0.019 0.085 -0.3112
C 2.045 -0.760 -1.189 -0.0958
H -3.302 0.363 -0.391 0.0727
H -0.389 1.233 0.571 0.0834
H -2.850 2.040 -0.070 0.0734
C -1.359 0.616 0.513 -0.2640
C -1.430 -0.465 1.299 -0.0105
H 2.702 -1.625 -1.058 0.0715
H 2.427 -0.092 -1.966 0.0730
C -2.463 1.067 -0.387 -0.1194


17
Properties=species:S:1:pos:R:3:lowdin_charge:R:1 method="wB97M-V/def2-TZVPD" e_above_lowest_kcal_mol=130.5 gap_ha=0.3112 e_tot_ha=-251.6546 charge=0 e_lumo_ev=1.04
H 1.039 -1.094 1.053 0.1364
H -2.045 -1.007 0.933 0.0732
C -0.779 0.733 -1.407 -0.0877
H 1.037 -1.042 -1.289 0.0596
H -0.629 1.828 -1.371 0.0686
H -1.077 -2.287 1.681 0.0771
H 1.607 1.614 1.082 0.0899
H -1.824 0.513 -1.203 0.0708
C 0.077 -0.844 0.597 -0.4518
N 0.134 0.509 0.060 -0.1725
C 0.025 -0.969 -0.864 -0.0154
H 2.276 0.458 -0.102 0.0850
C 1.445 1.153 0.097 -0.0945
C -1.108 -1.213 1.461 -0.0553
H -0.537 0.433 -2.435 0.0627
H 1.473 1.951 -0.653 0.0800
H -1.105 -0.665 2.410 0.0738


17
Properties=species:S:1:pos:R:3:lowdin_charge:R:1 method="wB97M-V/def2-TZVPD" e_above_lowest_kcal_mol=97.1 gap_ha=0.3890 e_tot_ha=-251.7078 smiles="C1=NC1.[H][H].C=CC" charge=0 e_lumo_ev=1.21
H 2.354 -0.363 0.289 0.0603
C -1.281 0.465 -1.620 -0.2160
C -1.506 1.533 -0.674 -0.1717
H 1.214 0.778 -1.169 0.0457
H -2.450 2.072 -0.673 0.0761
H -0.665 2.038 -0.193 0.0683
H 0.914 0.983 -1.821 0.0730
H 0.498 -2.451 1.942 0.0725
H -0.283 0.137 1.782 0.0954
C 0.185 -1.898 1.049 -0.1228
H 1.762 1.229 1.027 0.0560
H -1.039 0.089 -2.605 0.1039
H -0.881 -2.079 0.890 0.0573
C 1.580 0.174 0.836 -0.0939
C 0.468 -0.437 1.241 -0.2803
N -1.603 0.031 -0.489 0.1017
H 0.732 -2.302 0.190 0.0746


17
Properties=species:S:1:pos:R:3:lowdin_charge:R:1 method="wB97M-V/def2-TZVPD" e_above_lowest_kcal_mol=92.0 gap_ha="0.2972 / 0.2972" e_tot_ha=-251.7159 charge=0 e_lumo_ev="1.01 / 1.01"
H -1.792 -0.309 -0.227 0.0949
N -0.175 1.075 -0.133 -0.1741
H -2.151 1.285 -1.065 0.0935
C -0.974 1.532 0.833 -0.0824
H 0.502 -0.934 2.651 0.0265
C 0.124 -1.485 1.786 -0.0457
H 0.468 -0.995 0.874 -0.0130
H 1.682 -0.720 -2.098 0.0719
H 0.508 -2.507 1.803 0.0211
C 1.022 0.153 -2.036 -0.0774
H -0.969 -1.499 1.816 0.0233
H 1.378 0.898 -2.760 0.0717
H -0.862 1.309 1.890 0.0742
H 0.023 -0.170 -2.347 0.0716
C 0.957 0.713 -0.651 -0.1632
H 1.849 0.886 -0.054 0.1211
C -1.591 0.768 -0.280 -0.1140


17
Properties=species:S:1:pos:R:3:lowdin_charge:R:1 method="wB97M-V/def2-TZVPD" e_above_lowest_kcal_mol=153.7 gap_ha=0.3005 e_tot_ha=-251.6176 charge=0 e_lumo_ev=0.72
H -2.190 -0.774 1.733 0.0898
H 0.810 1.472 -1.912 0.0793
C -0.307 1.564 1.041 -0.0112
H 2.222 -0.379 -0.301 -0.0450
C 0.208 0.580 -0.034 -0.2606
H -0.924 1.144 -1.746 0.0901
C -1.504 -0.899 0.859 -0.0664
H -2.145 -0.946 -0.043 0.0739
H -1.064 2.315 0.783 0.1007
C 0.082 0.757 -1.520 -0.0494
H -0.432 -1.723 0.671 0.1644
H 0.207 -0.198 -2.033 0.0702
H 1.531 -1.892 -0.905 -0.0152
N -0.736 0.242 0.791 -0.2349
H 0.290 1.788 1.924 0.0943
C 1.658 -1.253 -0.018 -0.0691
H 2.294 -1.796 0.711 -0.0108


17
Properties=species:S:1:pos:R:3:lowdin_charge:R:1 method="wB97M-V/def2-TZVPD" e_above_lowest_kcal_mol=32.0 gap_ha=0.3840 e_tot_ha=-251.8115 smiles="[H]/N=C/C(C)(C)C" charge=0 e_lumo_ev=0.95
H -2.279 -0.396 -2.551 0.0707
C -0.530 -0.313 -1.599 -0.1528
C 1.667 0.293 -0.305 -0.0721
H -1.115 -1.064 1.164 0.0781
C -0.062 -0.997 0.911 -0.0997
H 1.853 1.200 -0.914 0.0782
H 2.134 0.548 0.629 0.0586
H 0.536 -0.742 1.773 0.0827
H 0.093 -2.069 0.522 0.1171
H 0.038 1.481 1.329 0.0687
C 0.100 0.057 -0.093 -0.5850
H 2.228 -0.519 -0.816 0.0799
H -1.542 1.022 0.669 0.0568
H -0.747 2.228 -0.149 0.1086
H 0.224 -0.613 -2.391 0.1194
C -0.536 1.300 0.459 -0.0913
N -1.773 -0.134 -1.667 0.0821


17
Properties=species:S:1:pos:R:3:lowdin_charge:R:1 method="wB97M-V/def2-TZVPD" e_above_lowest_kcal_mol=262.0 gap_ha=0.2005 e_tot_ha=-251.4450 charge=0 e_lumo_ev=-2.36
C 1.732 0.744 0.993 0.0944
H 1.028 -1.820 0.378 0.0908
H -1.544 -1.348 -1.035 0.0668
C 0.380 -1.242 -0.290 -0.3339
H -0.167 1.969 0.960 0.0425
H 2.561 1.465 0.580 0.0985
H 0.314 0.625 -1.503 0.1953
H -0.732 -2.984 -0.689 0.0637
H 1.155 1.310 1.725 0.0272
H -2.169 1.701 0.702 0.0447
H 0.034 2.108 -0.936 0.1310
C 0.611 0.209 0.075 -0.2836
N -1.701 1.068 0.000 0.0791
C -0.331 1.533 0.029 -0.4096
C -0.909 -1.971 -0.373 -0.1316
H 1.132 -1.221 -1.229 0.1374
H -1.396 -2.147 0.612 0.0873